1.
Computed, not measured: a structure of composition C4H2O2 in a non-equilibrium geometry, with the ωB97M-V functional and the def2-TZVPD basis.

Structure (XYZ):
```
8
Properties=species:S:1:pos:R:3:mulliken_charge:R:1
O 0.68780 -2.03333 -1.75936 -0.258
C 0.45807 -1.25234 -0.94788 0.404
C -0.73580 0.28462 -1.34513 -0.183
C -0.77653 0.99773 -0.31843 -0.347
C -0.25360 0.97650 0.98920 0.198
O 0.47776 0.01046 1.32577 -0.514
H 0.58043 -0.73053 0.31119 0.337
H -0.43813 1.74687 1.74465 0.364
```

Maximum force = 1.3 eV Å⁻¹
HOMO-LUMO gap = 9.00 eV
LUMO energy = -1.022 eV
E = -303.89695 hartree
Charge = 0



2.
Computed, not measured: an isolated molecule of C4H2O2, with the ωB97M-V functional and the def2-TZVPD basis.

Structure (XYZ):
```
8
Properties=species:S:1:pos:R:3:mulliken_charge:R:1
O -2.51356 0.32066 0.95634 -0.389
C -1.99326 -0.29294 0.05596 -0.205
C -0.54560 -0.43161 -0.01095 0.209
C 0.65041 -0.26397 -0.06082 0.384
C 1.99280 0.29967 -0.05771 -0.148
O 3.02760 -0.30837 -0.15565 -0.411
H -2.56858 -0.72278 -0.78007 0.280
H 1.95018 1.39934 0.05290 0.281
```

Maximum force = 0.6 eV Å⁻¹
HOMO-LUMO gap = 10.03 eV
LUMO energy = -0.958 eV
E = -303.99333 hartree
Charge = 0



3.
Computed, not measured: an isolated molecule of C4H2O2 in a non-equilibrium geometry, with the ωB97M-V functional and the def2-TZVPD basis.

Structure (XYZ):
```
8
Properties=species:S:1:pos:R:3:mulliken_charge:R:1
C -0.90670 0.05769 0.22105 -0.524
C 1.59357 -0.82889 0.03476 -0.561
C -2.14594 -0.20822 0.00839 0.827
C 0.56791 0.14148 0.02814 0.557
O -3.33273 -0.37813 0.08223 -0.442
O 0.85053 1.43720 -0.13569 -0.498
H 1.51785 -1.91239 0.04491 0.307
H 1.85550 1.69126 -0.28379 0.334
```

Maximum force = 4.4 eV Å⁻¹
HOMO-LUMO gap (spin up / spin down) = 7.29 / 6.58 eV
LUMO energy (spin up / spin down) = -1.733 / -2.567 eV
E = -303.86290 hartree
Charge = 0



4.
Computed, not measured: an isolated molecule of C4H2O2 in a non-equilibrium geometry, with the ωB97M-V functional and the def2-TZVPD basis.

Structure (XYZ):
```
8
Properties=species:S:1:pos:R:3:mulliken_charge:R:1
O 0.26285 0.25458 -2.50724 -0.348
C -0.35442 0.49221 -1.52897 0.062
C 0.13261 -0.06832 0.00964 0.022
C 0.43076 -1.07041 0.89035 -0.363
C 0.16438 0.24904 1.44998 0.532
O -0.14761 1.06145 2.27398 -0.546
H -1.34124 1.09537 -1.53192 0.290
H 0.85268 -2.01392 0.94418 0.352
```

Maximum force = 3.7 eV Å⁻¹
HOMO-LUMO gap = 8.89 eV
LUMO energy = -0.325 eV
E = -303.96223 hartree
Charge = 0



Relative energy (zero: lowest compared OMol25 entry of this formula, charge and spin), respectively: 70.8, 10.3, 92.2, 29.9 kcal/mol.